# 1
DFT (the ωB97M-V functional and the def2-TZVPD basis) results for a 2-piece molecular cluster, C2H7OS overall.

Positions of all 11 atoms, in Å:
O 1.34 -2.40 -0.22
H 1.88 -1.63 -0.45
C -1.98 0.25 -0.41
C -0.76 0.07 0.48
S 0.68 1.16 0.13
H -2.71 -0.49 -0.05
H -2.46 1.23 -0.36
H -1.74 0.00 -1.44
H -0.29 -0.85 0.17
H -1.04 0.23 1.52
H 1.41 0.24 -0.52

The value obtained for the energy above the lowest of the compared OMol25 structures with the same formula, charge and spin is 163.4 kJ/mol. The calculation puts the HOMO energy (alpha / beta) at -9.22 / -9.22 eV. The gap between HOMO and LUMO (alpha / beta) is 9.868 / 6.801 eV. As for the spin multiplicity: 2. As for the total charge: 0.

***

# 2
DFT (the ωB97M-V functional and the def2-TZVPD basis) results for a 5-piece molecular cluster, C19H48N2O5 overall.

Positions of all 74 atoms, in Å:
C -3.50 -2.48 -5.53
C -2.24 -2.96 -4.80
C -1.07 -2.04 -5.19
C -2.49 -2.86 -3.24
C -1.52 -3.69 -2.41
C -1.55 -5.17 -2.80
C -1.09 -5.28 -4.28
C 0.40 -4.92 -4.65
C -1.24 -6.81 -4.46
N -2.05 -4.45 -5.09
O -2.05 -4.68 -6.35
H -3.23 -2.39 -6.58
H -4.26 -3.26 -5.44
H -3.96 -1.57 -5.15
H -1.13 -1.72 -6.23
H -1.11 -1.17 -4.54
H -0.08 -2.45 -4.99
H -2.42 -1.82 -2.90
H -3.54 -3.04 -3.02
H -0.59 -3.12 -2.38
H -1.77 -3.62 -1.35
H -2.55 -5.59 -2.71
H -0.80 -5.70 -2.21
H 0.50 -4.50 -5.65
H 1.08 -5.76 -4.72
H 0.83 -4.23 -3.92
H -0.95 -7.04 -5.49
H -2.26 -7.18 -4.39
H -0.59 -7.43 -3.85
H -1.12 -4.77 -6.57
C 4.35 -0.65 4.91
O 3.73 -0.37 6.17
C 3.67 -1.53 6.96
C 2.53 -2.52 6.60
C 1.23 -1.79 6.71
N 2.55 -3.60 7.55
H 3.73 -1.36 4.36
H 5.40 -0.84 5.14
H 4.45 0.29 4.37
H 4.65 -2.00 6.91
H 3.50 -1.26 8.00
H 2.57 -3.07 5.66
H 0.73 -1.60 5.76
H 1.27 -0.89 7.31
H 0.65 -2.58 7.19
H 2.67 -3.26 8.49
H 1.78 -4.26 7.59
C -0.56 7.32 9.59
C -0.30 7.13 8.08
O -0.68 8.31 7.53
H -1.53 6.97 9.92
H -0.36 8.37 9.82
H 0.20 6.77 10.15
H -0.96 6.35 7.69
H 0.72 6.76 7.95
H -1.46 8.07 7.01
C -0.70 5.75 -7.51
C 0.45 6.39 -6.82
O 1.57 6.69 -7.62
H -0.31 4.79 -7.86
H -1.00 6.28 -8.41
H -1.49 5.45 -6.83
H 0.79 5.84 -5.94
H 0.36 7.35 -6.31
H 1.23 7.22 -8.35
C -0.42 3.80 1.67
C 0.67 3.62 0.69
O 0.66 2.31 0.04
H -0.92 4.76 1.55
H 0.04 3.67 2.64
H -1.19 3.04 1.71
H 1.62 3.57 1.22
H 0.65 4.38 -0.09
H -0.19 2.02 -0.31

The calculation puts the HOMO energy at -7.87 eV. The gap between HOMO and LUMO is 8.356 eV. As for the total charge: 0.

***

# 3
DFT (the ωB97M-V functional and the def2-TZVPD basis) results for a 12-piece molecular cluster, C42H117N9O15 overall.

Positions of all 183 atoms, in Å:
C 5.92 -1.88 -2.16
O 4.84 -1.80 -3.01
C 3.49 -1.71 -2.43
C 2.98 -2.85 -1.67
C 3.11 -4.10 -2.52
N 1.56 -2.60 -1.29
H 5.97 -2.84 -1.65
H 6.12 -0.99 -1.55
H 6.77 -1.80 -2.85
H 3.48 -0.87 -1.74
H 2.84 -1.49 -3.28
H 3.61 -2.87 -0.78
H 2.84 -5.06 -2.08
H 4.17 -4.22 -2.78
H 2.58 -3.93 -3.46
H 1.49 -1.64 -0.98
H 1.05 -2.64 -2.17
C -2.32 2.79 -3.09
O -2.59 3.71 -1.97
C -3.52 3.18 -1.03
C -3.42 4.01 0.27
C -4.35 3.72 1.43
N -3.51 5.43 -0.08
H -1.51 3.19 -3.69
H -3.24 2.77 -3.67
H -1.99 1.83 -2.69
H -4.53 3.28 -1.43
H -3.24 2.16 -0.80
H -2.42 3.89 0.68
H -4.36 2.65 1.64
H -5.34 4.06 1.14
H -4.22 4.20 2.40
H -2.95 5.52 -0.92
H -2.97 6.04 0.51
C -7.04 -2.05 -3.55
O -6.30 -2.91 -2.76
C -5.47 -2.23 -1.85
C -4.83 -3.28 -0.94
C -5.82 -4.09 -0.09
N -3.90 -2.62 -0.04
H -7.78 -1.41 -3.07
H -7.67 -2.60 -4.25
H -6.42 -1.37 -4.14
H -4.74 -1.60 -2.36
H -6.01 -1.50 -1.24
H -4.37 -4.04 -1.56
H -6.42 -3.47 0.58
H -5.27 -4.85 0.48
H -6.57 -4.61 -0.68
H -3.07 -2.45 -0.59
H -3.53 -3.29 0.61
C 4.04 7.21 -0.29
O 2.77 6.52 -0.05
C 1.90 6.52 -1.13
C 0.68 5.66 -0.82
C 0.96 4.19 -0.62
N -0.22 5.87 -1.96
H 3.83 8.19 -0.73
H 4.67 6.67 -0.99
H 4.62 7.27 0.63
H 1.64 7.57 -1.25
H 2.37 6.24 -2.07
H 0.26 5.91 0.16
H 0.11 3.70 -0.15
H 1.80 4.03 0.05
H 1.23 3.67 -1.54
H 0.24 5.61 -2.82
H -1.03 5.27 -1.98
C -0.09 2.58 -7.06
O 0.71 2.71 -5.85
C 1.52 1.57 -5.57
C 0.75 0.40 -4.89
C 0.76 0.58 -3.36
N 1.25 -0.87 -5.42
H -0.78 3.43 -7.13
H -0.81 1.78 -6.94
H 0.57 2.49 -7.92
H 2.05 1.19 -6.44
H 2.36 1.83 -4.92
H -0.28 0.48 -5.22
H 0.13 1.42 -3.06
H 1.75 0.67 -2.93
H 0.27 -0.28 -2.89
H 1.06 -1.03 -6.40
H 2.26 -0.83 -5.45
C 1.19 -3.54 5.80
O 1.62 -2.46 4.92
C 2.64 -2.77 3.97
C 2.95 -1.53 3.08
C 4.08 -1.84 2.05
N 3.31 -0.48 4.01
H 2.03 -3.98 6.33
H 0.77 -4.33 5.18
H 0.51 -3.21 6.58
H 3.53 -3.14 4.50
H 2.26 -3.55 3.31
H 1.99 -1.25 2.64
H 3.73 -2.67 1.43
H 4.97 -2.26 2.52
H 4.39 -1.00 1.44
H 2.80 -0.59 4.88
H 4.29 -0.52 4.25
C -2.37 -3.42 3.07
O -2.25 -3.90 1.74
C -0.91 -4.42 1.52
C -0.75 -5.00 0.08
C -1.59 -6.20 -0.37
N 0.61 -5.14 -0.42
H -1.67 -2.61 3.30
H -2.25 -4.14 3.88
H -3.37 -3.02 3.24
H -0.21 -3.59 1.58
H -0.55 -5.12 2.27
H -1.10 -4.14 -0.49
H -1.41 -7.11 0.20
H -1.23 -6.40 -1.38
H -2.65 -5.97 -0.37
H 0.61 -5.46 -1.37
H 0.98 -4.20 -0.49
C -0.92 3.00 3.45
O 0.31 2.36 3.61
C 0.64 1.86 4.86
C -0.28 0.72 5.27
C 0.40 0.02 6.50
N -0.25 -0.25 4.11
H -0.99 3.66 2.58
H -1.18 3.56 4.35
H -1.72 2.26 3.37
H 1.65 1.44 4.89
H 0.60 2.60 5.65
H -1.27 1.06 5.57
H -0.14 -0.86 6.83
H 0.35 0.68 7.37
H 1.46 -0.16 6.33
H 0.32 -1.07 4.27
H 0.28 0.24 3.40
C 7.08 2.34 0.04
O 6.08 2.82 0.94
C 5.02 1.87 1.30
C 3.76 2.44 1.88
C 3.94 3.15 3.19
N 2.72 1.45 1.99
H 7.63 1.51 0.47
H 7.84 3.09 -0.20
H 6.57 1.90 -0.82
H 4.72 1.36 0.38
H 5.54 1.17 1.96
H 3.26 3.08 1.15
H 4.31 2.48 3.97
H 3.00 3.55 3.58
H 4.70 3.92 3.14
H 1.95 1.92 2.44
H 2.92 0.67 2.60
O -3.11 -0.45 4.14
C -3.69 -0.12 2.88
C -5.16 -0.70 2.76
O -5.58 -0.74 1.41
H -2.17 -0.26 4.11
H -3.73 0.96 2.76
H -3.11 -0.55 2.06
H -5.80 -0.02 3.32
H -5.25 -1.64 3.30
H -4.98 -1.34 0.96
O -2.38 -0.95 -3.56
C -2.46 -2.37 -3.78
C -1.31 -2.78 -4.70
O -0.10 -2.67 -3.99
H -1.90 -0.80 -2.74
H -2.31 -2.97 -2.88
H -3.44 -2.64 -4.16
H -1.25 -2.27 -5.67
H -1.56 -3.80 -5.02
H 0.40 -2.01 -4.49
O 1.30 0.01 -0.10
C -0.03 0.57 -0.05
C -1.05 -0.53 0.16
O -1.09 -1.48 -0.83
H 1.82 0.47 0.57
H -0.23 1.28 0.75
H -0.37 1.10 -0.94
H -2.07 -0.15 0.24
H -0.90 -1.02 1.13
H -0.22 -1.89 -0.81

The value obtained for the energy above the lowest of the compared OMol25 structures with the same formula, charge and spin is 147.3 kJ/mol. The calculation puts the HOMO energy at -8.53 eV. The gap between HOMO and LUMO is 8.967 eV. As for the total charge: 0.

***

# 4
DFT (the ωB97M-V functional and the def2-TZVPD basis) results for C19H32Ag2Cl3F9FeNO11S3 as an isolated structure.

Positions of all 81 atoms, in Å:
Ag 1.81 -2.48 1.09
Ag -2.53 -1.85 -0.11
Fe 1.11 0.76 2.84
C 4.03 0.93 1.58
C 3.81 -0.53 2.07
C 5.01 -1.13 2.75
O 2.52 -0.71 2.62
H 3.19 1.13 0.91
H 4.89 1.02 0.91
H 4.12 1.61 2.42
H 3.86 -1.07 1.10
H 5.90 -0.81 2.21
H 4.99 -2.22 2.81
H 5.23 -0.76 3.76
C 0.97 1.24 -1.63
F 2.26 0.96 -1.73
F 0.87 2.43 -1.10
F 0.41 1.15 -2.80
S 0.25 0.07 -0.38
O 0.62 0.67 0.90
O -1.21 0.06 -0.52
O 0.86 -1.23 -0.60
C 1.38 3.53 6.27
F 2.10 4.45 6.87
F 1.01 2.63 7.14
F 0.33 4.10 5.72
S 2.53 2.66 4.99
O 3.70 3.47 4.83
O 2.72 1.31 5.44
N 1.62 2.54 3.50
S 1.78 3.99 2.80
O 1.93 5.08 3.74
O 2.71 3.97 1.71
C 0.08 4.42 2.08
F -0.76 4.69 3.08
F 0.18 5.50 1.34
F -0.44 3.41 1.38
C -2.83 3.73 -2.57
Cl -4.30 4.30 -1.81
Cl -2.77 1.95 -2.54
Cl -1.41 4.50 -1.87
H -2.89 3.99 -3.62
C 3.66 -5.08 -1.91
C 4.52 -3.83 -2.23
C 3.95 -2.90 -1.16
O 3.74 -3.70 0.01
C 3.64 -5.06 -0.36
H 4.06 -6.00 -2.35
H 2.70 -5.08 -2.42
H 4.40 -3.44 -3.23
H 5.58 -3.97 -2.02
H 2.98 -2.50 -1.48
H 4.59 -2.06 -0.87
H 2.69 -5.49 -0.02
H 4.45 -5.69 0.01
C -2.45 -1.46 -4.62
C -3.90 -1.27 -4.14
C -4.02 -2.32 -3.09
O -2.70 -2.55 -2.57
C -1.74 -1.74 -3.28
H -2.08 -0.49 -4.96
H -2.29 -2.17 -5.42
H -4.68 -1.34 -4.90
H -4.00 -0.27 -3.70
H -4.33 -3.30 -3.49
H -4.76 -2.17 -2.30
H -0.86 -2.35 -3.51
H -1.37 -0.80 -2.87
C -6.38 0.01 -0.68
C -5.46 1.23 -0.54
C -4.39 0.85 0.49
O -4.48 -0.57 0.57
C -5.83 -0.98 0.36
H -6.42 -0.45 -1.67
H -7.40 0.35 -0.51
H -5.93 2.14 -0.18
H -4.98 1.49 -1.48
H -4.53 1.30 1.47
H -3.44 1.19 0.09
H -6.35 -0.95 1.32
H -5.83 -2.03 0.04

The calculation puts the HOMO energy (alpha / beta) at -11.80 / -11.80 eV. The gap between HOMO and LUMO (alpha / beta) is 7.614 / 7.595 eV. As for the spin multiplicity: 5. As for the total charge: +1.

***

# 5
DFT (the ωB97M-V functional and the def2-TZVPD basis) results for one molecule with the formula C5H8N2.

Positions of all 15 atoms, in Å:
N 0.47 0.39 2.52
C -0.39 0.16 1.78
C -1.51 -0.14 0.86
C -1.30 0.41 -0.56
C 0.08 0.18 -1.13
C 1.04 -0.53 -0.52
N 2.41 -0.39 -0.77
H -1.64 -1.23 0.83
H -2.41 0.28 1.32
H -1.44 1.50 -0.52
H -2.11 0.03 -1.19
H 0.39 0.80 -1.97
H 0.80 -1.27 0.23
H 2.97 -0.79 -0.03
H 2.64 0.59 -0.84

The value obtained for the energy above the lowest of the compared OMol25 structures with the same formula, charge and spin is 106.0 kJ/mol. The calculation puts the HOMO energy at -8.30 eV. The gap between HOMO and LUMO is 9.215 eV. As for the total charge: 0.

***

# 6
DFT (the ωB97M-V functional and the def2-TZVPD basis) results for one molecule with the formula C5H6N2O.

Positions of all 14 atoms, in Å:
N 1.88 1.01 -0.71
C 0.75 0.26 -0.08
C 1.09 -0.89 0.77
C 0.03 -1.82 0.92
N -1.21 -1.53 0.56
C -1.55 -0.40 -0.08
C -0.62 0.66 -0.34
O -0.65 1.86 -0.94
H 2.51 1.45 0.30
H 1.44 2.00 -1.03
H 2.20 -0.78 1.29
H 0.26 -2.81 1.50
H -2.63 -0.32 -0.09
H -1.54 2.32 -0.60

The value obtained for the energy above the lowest of the compared OMol25 structures with the same formula, charge and spin is 258.7 kJ/mol. The calculation puts the HOMO energy at -8.81 eV. The gap between HOMO and LUMO is 9.156 eV. As for the total charge: 0.

***

For the records above, the corresponding maximum force values read 0.0277, 0.1354, 0.0595, 0.0597, 0.0229, 0.1201 hartree/bohr.
For the records above, the corresponding calculated total energy values read -553.71016, -1238.19897, -3291.55522, -6656.79930, -304.79514, -378.77240 Eh.